(1)
124
Properties=species:S:1:pos:R:3:mulliken_charge:R:1 method="wB97M-V/def2-TZVPD" homo_lumo_gap_ha=0.3234 lumo_ev=-0.189 total_charge=0
C 4.812 -2.269 -2.706 -1.2856
C 5.008 -0.918 -2.023 -0.4827
C 3.683 -0.297 -1.567 -0.3659
C 3.845 0.896 -0.605 -0.3697
C 3.517 2.264 -1.224 -1.4165
C 2.103 2.862 -1.033 -0.8692
C 1.487 2.687 0.366 -1.5806
C 0.485 1.573 0.706 -0.5756
C -1.054 1.712 0.442 -0.7576
N -1.648 2.998 0.801 1.2769
C -1.415 3.473 2.186 -1.2238
C -1.943 4.181 0.017 0.1311
C -0.885 4.928 -0.729 -1.1790
O -3.013 4.661 0.174 -0.5188
C -1.628 1.126 -0.911 -0.7034
Cl -1.467 2.368 -2.226 0.0107
P -0.446 -0.218 -1.611 0.6919
S 0.029 -1.864 -0.731 -0.2668
C -3.155 0.679 -0.904 0.9960
P -3.797 0.261 -2.647 0.5547
O -4.545 -1.012 -2.730 -0.6351
P -4.411 2.008 -0.447 0.2585
S -6.241 1.571 -0.954 -0.3353
C -3.317 -0.639 -0.060 -0.7146
C -4.635 -0.965 0.692 -1.6271
N -5.660 -1.676 -0.030 -0.3976
O -2.239 -0.729 0.919 -0.1517
S -1.842 0.509 1.768 1.5315
O -0.799 0.043 2.626 -0.6761
O -3.030 1.127 2.279 -0.7581
H 5.718 -2.611 -3.212 0.3843
H 4.521 -3.027 -1.970 0.3013
H 4.006 -2.230 -3.448 0.3090
H 5.642 -1.046 -1.136 0.3430
H 5.531 -0.232 -2.701 0.2974
H 3.127 0.026 -2.458 0.3321
H 3.096 -1.091 -1.091 0.0129
H 4.892 0.924 -0.278 0.5523
H 3.264 0.724 0.307 0.2658
H 4.229 3.008 -0.853 0.2749
H 3.698 2.189 -2.305 0.4427
H 2.226 3.941 -1.191 0.3682
H 1.428 2.542 -1.833 0.5115
H 1.077 3.632 0.721 0.6308
H 2.330 2.499 1.044 0.7327
H 0.842 0.600 0.356 0.5119
H 0.536 1.477 1.791 0.5490
H -1.005 2.675 2.799 0.5620
H -0.702 4.307 2.193 0.4931
H -2.358 3.795 2.630 0.2322
H -0.258 5.444 0.007 0.2915
H -1.395 5.681 -1.335 0.3592
H -0.239 4.312 -1.337 0.2116
H 0.606 0.649 -1.911 -0.1418
H -1.020 -0.392 -2.865 0.1321
H -2.651 0.283 -3.443 0.0341
H -4.435 1.445 -3.022 0.1526
H -4.198 2.324 0.886 0.1118
H -3.902 3.085 -1.160 0.1581
H -3.106 -1.475 -0.734 0.8907
H -4.293 -1.568 1.541 0.3183
H -5.076 -0.062 1.121 0.4323
H -6.160 -1.050 -0.651 0.0937
H -5.275 -2.416 -0.606 0.3321
C 1.252 -2.803 3.065 -0.4396
O 1.798 -3.708 2.097 -0.1007
C 2.307 -4.827 2.604 0.6320
O 2.355 -5.119 3.771 -0.5564
O 2.760 -5.577 1.597 -0.2839
C 3.333 -6.824 2.004 -0.6593
H 0.872 -1.963 2.492 -0.1092
H 0.440 -3.277 3.614 0.3400
H 2.024 -2.484 3.764 0.3364
H 2.594 -7.432 2.523 0.2940
H 4.185 -6.657 2.660 0.2959
H 3.648 -7.308 1.085 0.2099
C 7.276 4.515 3.031 -0.6516
O 6.635 4.847 1.790 -0.2392
C 7.321 5.689 1.024 0.7478
O 8.393 6.173 1.288 -0.6014
O 6.623 5.914 -0.089 -0.2599
C 7.251 6.813 -1.011 -0.6660
H 6.599 3.830 3.531 0.2436
H 8.236 4.035 2.854 0.2877
H 7.427 5.407 3.636 0.3024
H 8.211 6.416 -1.336 0.3111
H 7.400 7.788 -0.551 0.2967
H 6.567 6.888 -1.850 0.2002
C -8.444 -1.172 -2.948 -0.6039
O -8.874 -1.812 -1.741 -0.3368
C -9.150 -3.105 -1.868 0.8155
O -9.064 -3.751 -2.884 -0.5260
O -9.538 -3.579 -0.687 -0.3237
C -9.855 -4.976 -0.686 -0.6371
H -8.246 -0.141 -2.670 0.1317
H -7.534 -1.637 -3.324 0.2751
H -9.224 -1.220 -3.705 0.3907
H -8.990 -5.566 -0.984 0.3122
H -10.682 -5.180 -1.364 0.2781
H -10.138 -5.204 0.337 0.2121
C 11.038 3.656 7.629 -0.6431
O 10.401 3.992 6.391 -0.3192
C 11.096 4.839 5.629 0.7349
O 12.167 5.313 5.904 -0.5510
O 10.400 5.067 4.517 -0.1836
C 11.029 5.970 3.592 -0.5093
H 10.359 2.971 8.126 0.2137
H 11.998 3.177 7.446 0.2959
H 11.192 4.548 8.234 0.2952
H 11.987 5.570 3.268 0.3100
H 11.179 6.942 4.057 0.3130
H 10.338 6.047 2.758 0.0726
C -9.557 -6.118 -4.920 -0.3588
O -10.171 -7.368 -5.279 -0.3310
C -9.797 -8.398 -4.530 0.7847
O -9.026 -8.364 -3.604 -0.5496
O -10.423 -9.492 -4.972 -0.3326
C -10.108 -10.683 -4.246 -0.6267
H -9.978 -5.384 -5.600 0.2618
H -9.785 -5.850 -3.893 0.0706
H -8.478 -6.176 -5.042 0.2923
H -10.389 -10.581 -3.200 0.2950
H -9.043 -10.901 -4.311 0.2918
H -10.686 -11.470 -4.720 0.2106

***

(2)
111
Properties=species:S:1:pos:R:3:mulliken_charge:R:1 method="wB97M-V/def2-TZVPD" homo_lumo_gap_ha=0.2611 lumo_ev=-3.968 total_charge=+1
C -2.626 1.544 -3.007 -0.2598
C -2.094 1.197 -4.508 -0.6534
C -1.633 -0.327 -4.687 -0.0252
C -2.884 -1.379 -4.768 -0.7746
C -3.014 -2.041 -3.316 0.6915
C -3.875 -3.402 -3.261 -0.7504
C -3.080 -4.677 -2.698 -0.5256
C -3.273 -4.895 -1.093 -0.8341
C -2.681 -3.577 -0.404 0.5267
C -2.643 -3.652 1.226 -0.5173
C -2.113 -2.167 1.677 -0.6029
C -0.518 -2.254 1.777 -0.1500
C -0.211 -3.124 3.129 -0.1813
P 0.809 -4.690 2.799 0.2783
S 0.345 -6.163 4.014 -0.3545
C 0.514 -2.320 4.307 -1.0825
C 0.429 -0.727 4.268 -0.4004
N -0.045 -0.108 2.986 0.6752
C 0.339 1.359 3.009 0.1422
C 1.847 1.810 3.035 -0.1219
C 2.001 3.341 3.102 -0.7459
C 0.701 4.150 3.139 -0.4405
N -0.657 3.749 3.159 -0.2219
C -0.856 2.352 3.095 -0.4826
C 0.286 -0.852 1.730 -0.0171
C 1.878 -1.104 1.540 -1.3100
C 2.319 -2.223 0.492 -0.3835
C 2.359 -1.729 -1.062 0.7622
C 3.622 -2.489 -1.773 -0.9698
C 3.209 -3.888 -2.451 -0.5287
C 2.426 -4.896 -1.481 -0.4023
S -0.324 0.084 0.201 1.1154
C 0.833 1.374 -0.424 -1.2292
O -1.633 0.828 0.483 -0.6325
O -0.707 -0.944 -0.861 -0.1606
H -3.757 1.746 -3.056 0.3088
H -2.160 2.523 -2.607 0.1658
H -2.347 0.735 -2.252 -0.2849
H -1.145 1.849 -4.639 0.2702
H -2.823 1.567 -5.315 0.3396
H -0.939 -0.565 -3.795 -0.1947
H -0.978 -0.377 -5.620 0.3658
H -2.609 -2.113 -5.598 0.3098
H -3.792 -0.745 -5.066 0.3395
H -3.588 -1.275 -2.663 0.0709
H -1.990 -2.154 -2.793 -0.4855
H -4.271 -3.588 -4.320 0.3745
H -4.809 -3.210 -2.605 0.3339
H -1.956 -4.457 -2.869 0.2099
H -3.369 -5.596 -3.307 0.3483
H -2.744 -5.866 -0.815 0.3400
H -4.400 -4.899 -0.911 0.3003
H -3.330 -2.688 -0.697 0.0675
H -1.585 -3.487 -0.742 -0.4794
H -1.900 -4.482 1.470 0.1119
H -3.656 -3.909 1.677 0.4654
H -2.532 -1.477 0.880 0.0056
H -2.588 -2.003 2.721 0.5463
H -0.236 -2.961 0.908 -0.1547
H -1.217 -3.498 3.558 0.5664
H 0.582 -5.150 1.458 0.0730
H 2.231 -4.458 2.940 0.0866
H 1.634 -2.607 4.303 0.4038
H 0.115 -2.688 5.327 0.3804
H 1.433 -0.330 4.654 0.2740
H -0.338 -0.412 5.075 0.3999
H -1.090 -0.125 3.062 0.7141
H 2.694 1.055 3.004 0.4061
H 3.044 3.820 3.098 0.3818
H 0.851 5.294 3.153 0.4884
H -1.936 1.953 3.104 0.2264
H 2.397 -1.396 2.534 0.6927
H 2.442 -0.146 1.219 0.1628
H 3.439 -2.420 0.724 0.6013
H 1.831 -3.245 0.606 -0.7142
H 1.450 -2.073 -1.658 -0.2574
H 2.600 -0.620 -1.152 0.0611
H 3.910 -1.792 -2.652 0.3097
H 4.544 -2.539 -1.105 0.3672
H 4.163 -4.397 -2.809 0.3797
H 2.557 -3.676 -3.380 0.2614
H 1.342 -4.516 -1.352 -0.1776
H 2.926 -4.885 -0.441 0.1723
H 2.376 -5.976 -1.880 0.4113
H 1.680 1.669 0.274 0.3135
H 0.237 2.343 -0.628 0.4600
H 1.192 1.034 -1.467 0.4149
C -3.025 6.733 5.570 0.5431
O -3.645 7.280 6.465 -0.6351
N -1.865 6.061 5.787 -0.3372
N -3.439 6.746 4.278 -0.3241
H -1.340 5.604 5.063 0.2010
H -1.524 6.028 6.734 0.1771
H -4.297 7.234 4.076 0.2064
H -2.944 6.301 3.527 0.1510
C 1.299 5.393 -0.936 0.7968
O 1.907 4.334 -0.794 -0.7541
N 1.504 6.217 -1.990 -0.3492
N 0.371 5.826 -0.049 -0.3741
H 1.018 7.086 -2.122 0.1679
H 2.188 5.931 -2.672 0.1961
H 0.190 5.239 0.749 0.1328
H -0.136 6.687 -0.146 0.1592
C 5.325 4.042 -2.642 0.6157
O 5.763 4.626 -1.663 -0.6422
N 3.997 3.846 -2.844 -0.2811
N 6.128 3.539 -3.613 -0.3926
H 3.617 3.369 -3.641 0.1645
H 3.366 4.208 -2.140 0.2036
H 7.121 3.665 -3.499 0.2445
H 5.789 3.056 -4.426 0.1630